Density functional theory data (wB97M-V/def2-TZVPD) for 11 unconnected molecules or ions with the total composition C44H121N11O11.

Output
HOMO level   -8.162 eV
Frontier orbital gap   8.5 eV
SMILES   COC[C@H](C)N.COC[C@H](C)N.COC[C@H](C)N.COC[C@H](C)N.COC[C@H](C)N.COC[C@H](C)N.COC[C@H](C)N.COC[C@H](C)N.COC[C@H](C)N.COC[C@H](C)N.COC[C@H](C)N
Energy above the lowest of the compared OMol25 structures with the same formula, charge and spin   293.7 kJ/mol
Lowest unoccupied orbital energy   0.36 eV
E   -3178.67640 Eh

Last columns: bonded neighbours and bond lengths (Å).
Geometry (Å):
1 C -0.3759 8.4395 -3.8858  O2 1.406, H7 1.104, H8 1.087, H9 1.104
2 O -0.3943 7.1975 -3.2276  C1 1.406, C3 1.420
3 C 0.8038 6.9182 -2.5192  O2 1.420, C4 1.520, H10 1.100, H11 1.100
4 C 0.7302 5.5656 -1.8286  C3 1.520, C5 1.554, N6 1.459, H12 1.097
5 C 1.9200 5.4702 -0.8342  C4 1.554, H13 1.088, H14 1.098, H15 1.086
6 N 0.6998 4.3743 -2.6703  C4 1.459, H16 1.018, H17 1.019
7 H -0.5993 9.2741 -3.1993  C1 1.104
8 H -1.0378 8.3827 -4.7463  C1 1.087
9 H 0.6391 8.7298 -4.2081  C1 1.104
10 H 1.6391 6.9630 -3.2340  C3 1.100
11 H 0.9277 7.6973 -1.7520  C3 1.100
12 H -0.0976 5.6033 -1.1104  C4 1.097
13 H 1.7421 6.2274 -0.0739  C5 1.088
14 H 2.8407 5.6501 -1.4057  C5 1.098
15 H 2.0280 4.4542 -0.4651  C5 1.086
16 H 1.4721 4.4816 -3.3251  N6 1.018
17 H -0.1888 4.4109 -3.1669  N6 1.019
18 C 4.3390 -2.8418 -2.5459  O19 1.408, H24 1.097, H25 1.091, H26 1.088
19 O 5.4825 -3.2069 -3.2815  C18 1.408, C20 1.398
20 C 6.6514 -2.8993 -2.5792  O19 1.398, C21 1.541, H27 1.093, H28 1.096
21 C 6.9739 -3.9880 -1.5378  C20 1.541, C22 1.534, N23 1.470, H29 1.097
22 C 8.2489 -3.6711 -0.7460  C21 1.534, H30 1.089, H31 1.091, H32 1.105
23 N 7.1660 -5.2216 -2.3130  C21 1.470, H33 1.019, H34 1.019
24 H 4.1773 -1.7591 -2.4724  C18 1.097
25 H 4.2970 -3.2362 -1.5296  C18 1.091
26 H 3.4990 -3.1141 -3.1808  C18 1.088
27 H 7.5286 -2.9313 -3.2306  C20 1.093
28 H 6.6588 -1.9057 -2.1179  C20 1.096
29 H 6.2129 -4.1512 -0.7651  C21 1.097
30 H 9.2161 -4.0659 -1.0542  C22 1.089
31 H 8.0997 -3.8104 0.3257  C22 1.091
32 H 8.4590 -2.5898 -0.8293  C22 1.105
33 H 6.9415 -6.0315 -1.7374  N23 1.019
34 H 6.4746 -5.3149 -3.0553  N23 1.019
35 C 0.8858 -1.4604 -3.0068  O36 1.399, H41 1.093, H42 1.105, H43 1.090
36 O 1.8612 -1.5791 -4.0021  C35 1.399, C37 1.418
37 C 2.1244 -0.4011 -4.7462  O36 1.418, C38 1.530, H44 1.087, H45 1.096
38 C 3.2143 0.4017 -4.0330  C37 1.530, C39 1.541, N40 1.494, H46 1.092
39 C 3.0749 1.9119 -4.3042  C38 1.541, H47 1.092, H48 1.091, H49 1.096
40 N 4.5163 0.0598 -4.6806  C38 1.494, H50 1.014, H51 1.019
41 H -0.0457 -1.0139 -3.3652  C35 1.093
42 H 1.3229 -0.8372 -2.2064  C35 1.105
43 H 0.6991 -2.3744 -2.4434  C35 1.090
44 H 2.4377 -0.6445 -5.7583  C37 1.087
45 H 1.2209 0.2178 -4.7797  C37 1.096
46 H 3.2919 0.2398 -2.9563  C38 1.092
47 H 3.2388 2.2116 -5.3414  C39 1.092
48 H 3.8625 2.4483 -3.7720  C39 1.091
49 H 2.0567 2.2510 -4.0807  C39 1.096
50 H 5.3124 0.1926 -4.0664  N40 1.014
51 H 4.5338 -0.9306 -4.9204  N40 1.019
52 C 6.3990 -5.8062 3.6025  O53 1.420, H58 1.093, H59 1.087, H60 1.100
53 O 4.9983 -5.5973 3.5015  C52 1.420, C54 1.414
54 C 4.7305 -4.2527 3.1537  O53 1.414, C55 1.539, H61 1.100, H62 1.096
55 C 5.0044 -3.7829 1.7137  C54 1.539, C56 1.506, N57 1.464, H63 1.098
56 C 4.8835 -2.2836 1.6438  C55 1.506, H64 1.089, H65 1.101, H66 1.093
57 N 4.2150 -4.4329 0.6657  C55 1.464, H67 1.022, H68 1.027
58 H 7.0196 -5.5461 2.7410  C52 1.093
59 H 6.5490 -6.8427 3.8931  C52 1.087
60 H 6.7930 -5.1677 4.4075  C52 1.100
61 H 3.6381 -4.1469 3.2293  C54 1.100
62 H 5.1815 -3.5745 3.8869  C54 1.096
63 H 6.0234 -4.1163 1.4750  C55 1.098
64 H 5.5634 -1.7410 2.2997  C56 1.089
65 H 3.8978 -1.8872 1.9321  C56 1.101
66 H 4.9476 -1.9447 0.6065  C56 1.093
67 H 4.1747 -5.4329 0.8729  N57 1.022
68 H 3.2215 -4.2063 0.7906  N57 1.027
69 C -5.9604 9.7436 -3.5945  O70 1.400, H75 1.097, H76 1.087, H77 1.105
70 O -6.0756 8.6162 -2.7723  C69 1.400, C71 1.410
71 C -4.9214 7.8086 -2.8308  O70 1.410, C72 1.496, H78 1.101, H79 1.110
72 C -4.9784 6.6683 -1.8634  C71 1.496, C73 1.545, N74 1.498, H80 1.093
73 C -3.6451 5.9469 -1.5679  C72 1.545, H81 1.091, H82 1.082, H83 1.089
74 N -5.9031 5.5967 -2.3537  C72 1.498, H84 1.018, H85 1.018
75 H -5.0285 10.2938 -3.4150  C69 1.097
76 H -6.8687 10.3328 -3.4967  C69 1.087
77 H -5.9076 9.4843 -4.6671  C69 1.105
78 H -4.6483 7.5867 -3.8740  C71 1.101
79 H -4.0453 8.4300 -2.5519  C71 1.110
80 H -5.4680 7.0196 -0.9519  C72 1.093
81 H -3.2234 5.6143 -2.5170  C73 1.091
82 H -3.9093 5.1009 -0.9479  C73 1.082
83 H -3.0071 6.7125 -1.1281  C73 1.089
84 H -5.4026 5.0540 -3.0551  N74 1.018
85 H -6.6995 5.9868 -2.8542  N74 1.018
86 C 1.0825 -2.4583 0.2630  O87 1.432, H92 1.087, H93 1.092, H94 1.091
87 O -0.0691 -1.6459 0.0098  C86 1.432, C88 1.412
88 C 0.2397 -0.2874 0.2370  O87 1.412, C89 1.522, H95 1.100, H96 1.096
89 C -0.9247 0.5702 -0.2370  C88 1.522, C90 1.505, N91 1.484, H97 1.100
90 C -0.8151 2.0527 -0.0016  C89 1.505, H98 1.092, H99 1.096, H100 1.094
91 N -2.2309 0.0352 0.2194  C89 1.484, H101 1.019, H102 1.018
92 H 0.8441 -3.4758 -0.0359  C86 1.087
93 H 1.2201 -2.4536 1.3466  C86 1.092
94 H 1.9558 -2.1225 -0.2981  C86 1.091
95 H 0.4547 -0.0757 1.2944  C88 1.100
96 H 1.0961 0.0507 -0.3581  C88 1.096
97 H -0.9295 0.4503 -1.3306  C89 1.100
98 H 0.1942 2.4059 -0.2221  C90 1.092
99 H -1.1209 2.3812 0.9982  C90 1.096
100 H -1.5279 2.6301 -0.5984  C90 1.094
101 H -2.8661 -0.0253 -0.5745  N91 1.019
102 H -2.1373 -0.9515 0.4507  N91 1.018
103 C -5.0057 -1.2913 -3.6237  O104 1.399, H109 1.098, H110 1.096, H111 1.086
104 O -4.8727 -0.0242 -3.0463  C103 1.399, C105 1.398
105 C -6.0383 0.7468 -3.0867  O104 1.398, C106 1.519, H112 1.100, H113 1.103
106 C -5.8155 2.1007 -2.4343  C105 1.519, C107 1.516, N108 1.487, H114 1.104
107 C -5.3136 1.9950 -1.0074  C106 1.516, H115 1.088, H116 1.085, H117 1.109
108 N -7.0877 2.8710 -2.4332  C106 1.487, H118 1.022, H119 1.035
109 H -5.0238 -1.1835 -4.7161  C103 1.098
110 H -5.9599 -1.7559 -3.3505  C103 1.096
111 H -4.1966 -1.9720 -3.3769  C103 1.086
112 H -6.4595 0.8826 -4.0938  C105 1.100
113 H -6.8392 0.2349 -2.5278  C105 1.103
114 H -5.0286 2.5841 -3.0388  C106 1.104
115 H -5.7875 1.1764 -0.4694  C107 1.088
116 H -4.9877 2.8797 -0.4708  C107 1.085
117 H -4.3204 1.5096 -1.0934  C107 1.109
118 H -7.2556 3.1093 -3.4125  N108 1.022
119 H -6.8014 3.7623 -1.9914  N108 1.035
120 C -7.1563 0.4931 1.7561  O121 1.420, H126 1.091, H127 1.097, H128 1.088
121 O -6.4766 -0.1894 2.7988  C120 1.420, C122 1.403
122 C -5.0871 -0.1217 2.6137  O121 1.403, C123 1.530, H129 1.100, H130 1.100
123 C -4.2856 -0.1099 3.9166  C122 1.530, C124 1.547, N125 1.463, H131 1.090
124 C -4.4281 1.2241 4.6861  C123 1.547, H132 1.090, H133 1.097, H134 1.086
125 N -2.8579 -0.2257 3.6200  C123 1.463, H135 1.017, H136 1.015
126 H -8.2238 0.4711 1.9796  C120 1.091
127 H -7.0957 -0.0852 0.8263  C120 1.097
128 H -6.7553 1.5020 1.6878  C120 1.088
129 H -4.7262 -0.9389 1.9726  C122 1.100
130 H -4.7397 0.7872 2.1001  C122 1.100
131 H -4.5631 -0.9579 4.5427  C123 1.090
132 H -3.6259 1.2624 5.4231  C124 1.090
133 H -5.2999 1.1555 5.3476  C124 1.097
134 H -4.4312 2.1271 4.0829  C124 1.086
135 H -2.5740 0.2961 2.7948  N125 1.017
136 H -2.4831 -1.1567 3.4702  N125 1.015
137 C -4.1178 -5.2395 1.3600  O138 1.404, H143 1.088, H144 1.102, H145 1.094
138 O -3.1792 -4.9970 2.3760  C137 1.404, C139 1.412
139 C -2.7022 -3.6697 2.3203  O138 1.412, C140 1.532, H146 1.099, H147 1.097
140 C -1.4890 -3.5839 3.2523  C139 1.532, C141 1.523, N142 1.476, H148 1.097
141 C -1.8974 -3.7290 4.7119  C140 1.523, H149 1.089, H150 1.091, H151 1.092
142 N -0.8376 -2.2761 3.0442  C140 1.476, H152 1.016, H153 1.028
143 H -4.5283 -6.2397 1.4850  C137 1.088
144 H -3.6357 -5.2507 0.3693  C137 1.102
145 H -4.9083 -4.4843 1.3102  C137 1.094
146 H -2.4079 -3.3736 1.3037  C139 1.099
147 H -3.5035 -2.9986 2.6526  C139 1.097
148 H -0.8890 -4.4234 2.8798  C140 1.097
149 H -2.7166 -3.0859 5.0298  C141 1.089
150 H -1.0552 -3.5280 5.3762  C141 1.091
151 H -2.1952 -4.7718 4.8428  C141 1.092
152 H 0.0741 -2.2398 3.4919  N142 1.016
153 H -0.6206 -2.2779 2.0398  N142 1.028
154 C -0.1522 -5.8458 -0.5384  O155 1.400, H160 1.096, H161 1.087, H162 1.096
155 O 1.2059 -5.9431 -0.2141  C154 1.400, C156 1.416
156 C 1.6588 -7.2174 0.2047  O155 1.416, C157 1.538, H163 1.095, H164 1.097
157 C 1.0190 -7.5710 1.5578  C156 1.538, C158 1.528, N159 1.458, H165 1.096
158 C 1.4143 -6.5682 2.6412  C157 1.528, H166 1.091, H167 1.095, H168 1.087
159 N 1.3397 -8.9113 2.0347  C157 1.458, H169 1.021, H170 1.025
160 H -0.4073 -6.5479 -1.3408  C154 1.096
161 H -0.4531 -4.8499 -0.8540  C154 1.087
162 H -0.8230 -6.1022 0.2899  C154 1.096
163 H 1.5017 -7.9614 -0.5839  C156 1.095
164 H 2.7320 -7.2429 0.4282  C156 1.097
165 H -0.0698 -7.5039 1.4520  C157 1.096
166 H 1.0242 -5.5710 2.4314  C158 1.091
167 H 2.5081 -6.5291 2.6203  C158 1.095
168 H 0.9414 -6.8928 3.5646  C158 1.087
169 H 1.2030 -9.6145 1.3074  N159 1.021
170 H 2.3523 -8.9866 2.1717  N159 1.025
171 C 1.5322 1.6005 3.6693  O172 1.400, H177 1.092, H178 1.090, H179 1.099
172 O 1.5565 2.8214 2.9841  C171 1.400, C173 1.413
173 C 2.7603 3.5381 3.1640  O172 1.413, C174 1.532, H180 1.097, H181 1.093
174 C 2.9611 3.9685 4.6203  C173 1.532, C175 1.512, N176 1.473, H182 1.095
175 C 1.8483 4.8429 5.1522  C174 1.512, H183 1.089, H184 1.092, H185 1.098
176 N 4.2322 4.6694 4.8714  C174 1.473, H186 1.018, H187 1.019
177 H 0.6710 1.0255 3.3219  C171 1.092
178 H 1.4669 1.6847 4.7537  C171 1.090
179 H 2.3600 0.9263 3.4065  C171 1.099
180 H 3.6112 2.9471 2.8018  C173 1.097
181 H 2.7358 4.4110 2.5063  C173 1.093
182 H 3.0273 3.0400 5.1964  C174 1.095
183 H 2.0783 5.2969 6.1148  C175 1.089
184 H 0.8958 4.3142 5.2328  C175 1.092
185 H 1.6059 5.6787 4.4833  C175 1.098
186 H 4.9853 4.3489 4.2666  N176 1.018
187 H 4.0931 5.6463 4.6191  N176 1.019